A gas-phase ion, CH3NO2P (charge -1) at a distorted geometry. Source: the OMol25 dataset; level of theory: ωB97M-V/def2-TZVPD.

Each atom is followed by the atoms it is bonded to, with distances in Å.
Atoms and positions in Å:
1 C -1.19 -0.04 -0.15  N2 1.644, O3 1.265, O4 1.209
2 N 0.16 0.89 -0.28  C1 1.644, P5 1.654, H6 1.020
3 O -2.16 0.73 0.10  C1 1.265
4 O -0.93 -1.22 -0.19  C1 1.209
5 P 1.55 0.06 0.03  N2 1.654, H7 1.438, H8 1.419
6 H 0.00 1.53 0.50  N2 1.020
7 H 1.58 -1.03 -0.91  P5 1.438
8 H 1.00 -0.92 0.90  P5 1.419

For the orbital gap, the calculation gives 8.63 eV. As for the SMILES: O=C([O-])NP. The HOMO energy is -4.098 eV. The net charge is -1. The calculation puts the largest force on an atom at 3.6 eV Å⁻¹. The value obtained for the total energy is -586.542380 Eh. As for the LUMO energy: 4.532 eV.